Record 1
{
  "formula": "C20H27BaN2O2PS2",
  "method": "ωB97M-V/def2-TZVPD",
  "elements": ["C", "C", "C", "C", "C", "C", "C", "C", "N", "Ba", "C", "P", "H", "H", "H", "H", "H", "H", "H", "H", "C", "C", "H", "C", "C", "H", "H", "H", "H", "H", "H", "H", "H", "H", "H", "H", "H", "H", "H", "O", "S", "O", "N", "C", "S", "C", "C", "C", "C", "C", "C", "H", "H", "H", "H"],
  "xyz": [[0.57778, 3.01154, -3.46663], [-0.68616, 2.52179, -3.17304], [-0.84881, 1.48381, -2.22547], [0.26706, 0.96418, -1.59579], [1.53303, 1.41392, -1.92617], [1.69902, 2.47987, -2.83525], [-2.24609, 1.00330, -1.95753], [-2.34197, -0.49365, -1.55316], [-2.38100, -1.41019, -2.63985], [0.39595, 0.19236, 1.38187], [2.73160, 0.70203, -1.34414], [2.16537, -1.02449, -0.90325], [-1.55683, 2.91409, -3.69904], [2.70891, 2.83132, -3.05731], [0.70547, 3.78213, -4.22066], [3.10087, 1.19082, -0.41926], [3.56933, 0.63978, -2.05733], [-2.69627, 1.57286, -1.12389], [-2.87646, 1.18525, -2.84569], [-1.50513, -0.75564, -0.85659], [3.68620, -1.57914, -0.05451], [2.28467, -1.82704, -2.54098], [-3.28631, -0.64036, -0.99816], [-1.48254, -1.31380, -3.74709], [-3.10169, -2.64169, -2.47581], [0.46493, -2.58815, 2.39585], [-1.86366, -1.97212, -4.54241], [-1.43303, -0.28084, -4.11967], [-0.45320, -1.63339, -3.49705], [-3.35156, -3.03956, -3.46900], [-2.52763, -3.41269, -1.92956], [-4.02355, -2.43855, -1.91236], [3.31082, -1.77541, -2.93596], [1.97412, -2.87893, -2.43818], [1.60050, -1.34788, -3.25542], [4.57854, -1.40753, -0.67424], [3.79291, -1.03913, 0.90089], [3.57231, -2.64974, 0.16701], [-0.15007, -2.61557, 1.95416], [2.67582, 2.34016, 4.89449], [1.72784, 1.59948, 4.11156], [2.22513, 0.40805, 3.38038], [0.86642, 2.45329, 2.98473], [-0.49217, 2.30642, 3.09980], [-1.51292, 2.60798, 1.78406], [-0.86376, 1.49602, 4.25998], [-2.06586, 0.79476, 4.41898], [-2.09502, -0.31207, 5.26542], [-0.98451, -0.63249, 6.06317], [0.21081, 0.09058, 5.95154], [0.26632, 1.10959, 5.00279], [-2.92574, 1.12618, 3.83455], [-2.98768, -0.93712, 5.30616], [-1.04071, -1.46408, 6.76505], [1.08861, -0.11029, 6.56798]],
  "forces_ev_per_angstrom": [[0.3152, 0.0900, 0.0156], [-0.1702, -0.6343, 0.2674], [0.3728, 1.4767, -1.0830], [-0.1882, -1.2423, 1.8228], [0.0946, 1.2597, -1.0233], [0.1471, -0.6916, 0.2334], [-0.3436, -0.7088, 0.4849], [-0.2668, 0.2199, 0.4127], [-0.9773, 0.0116, -0.7454], [-0.1370, 0.0469, -1.7385], [-0.2196, -0.2520, 0.4137], [0.2032, 0.6750, 0.0110], [0.1247, 0.0009, 0.0348], [-0.2644, 0.0675, -0.1231], [-0.0586, 0.0308, 0.1224], [0.0268, -0.1300, -0.3089], [-0.1196, 0.0581, 0.2867], [0.1756, -0.0482, -0.2448], [0.0925, -0.1499, 0.3625], [-0.1526, 0.3552, -0.0402], [0.3921, -0.3808, -0.1369], [-0.1328, -0.3875, -0.1505], [0.3030, 0.0927, -0.0770], [0.3238, -0.0364, -0.0614], [0.2563, 0.2161, 0.1590], [-0.3939, -0.0424, -0.2398], [0.2158, 0.2872, 0.0806], [0.0786, -0.2989, 0.0286], [-0.1576, 0.0537, -0.1561], [-0.0641, -0.0175, 0.3136], [-0.1018, -0.0959, -0.0198], [0.1160, -0.2111, -0.1647], [-0.2735, -0.0311, 0.1541], [0.1962, 0.2844, -0.1376], [0.2251, -0.0231, 0.3387], [-0.0648, -0.1518, 0.2984], [0.0091, -0.1562, -0.2972], [0.2663, 0.2208, -0.0016], [0.3794, -0.0795, 0.2808], [-0.4677, -0.3978, -0.5516], [-0.6786, 0.5622, -0.1784], [-0.2915, 0.7767, 0.7392], [-0.7844, -0.0710, -0.0185], [1.7516, 0.7401, -1.0660], [0.1982, 0.1323, 0.8047], [0.3428, -1.2978, 0.9810], [0.1119, 0.2894, 0.0391], [0.0980, 0.1723, 0.2214], [0.1901, 0.2540, -0.0008], [-0.2765, 0.2758, 0.0397], [-0.5473, -0.9910, -0.1307], [0.2040, -0.3133, 0.0989], [0.1980, 0.2550, 0.1130], [-0.0054, 0.1854, -0.2071], [-0.2706, -0.2500, -0.2558]],
  "total_charge": 0,
  "orbital_gap_ev": 5.031,
  "lumo_ev": -1.34,
  "spin_multiplicity": 1,
  "homo_energy_ev": -6.37
}

---

Record 2
{
  "formula": "CH4IN2",
  "method": "ωB97M-V/def2-TZVPD",
  "elements": ["C", "N", "N", "I", "H", "H", "H", "H"],
  "xyz": [[-0.28224, -0.10248, -0.19726], [0.18635, -1.04428, -1.02519], [0.34504, 0.54159, 0.70932], [-0.94639, 2.16240, 2.77856], [-1.43403, 0.19363, -0.24759], [-0.31915, -1.32781, -1.85129], [1.17420, -1.26336, -0.92803], [1.27622, 0.84029, 0.76148]],
  "forces_ev_per_angstrom": [[-3.0646, 0.4896, -0.5124], [0.4855, 0.9660, 0.7893], [-2.0398, 1.3171, 1.6582], [0.8720, -1.1545, -1.5680], [2.4008, -1.2037, -0.1623], [-0.0187, -0.0373, 0.1772], [-0.3046, -0.1712, -0.4073], [1.6694, -0.2059, 0.0252]],
  "total_charge": 1,
  "orbital_gap_ev": [6.420, 6.681],
  "lumo_ev": [-8.47, -8.45],
  "spin_multiplicity": 1,
  "homo_energy_ev": [-14.89, -15.13]
}

---

Record 3
{
  "formula": "C27H30ClNO11",
  "method": "ωB97M-V/def2-TZVPD",
  "elements": ["O", "C", "Cl", "C", "C", "C", "O", "C", "C", "C", "C", "O", "N", "C", "O", "O", "H", "H", "H", "H", "H", "H", "H", "H", "H", "H", "H", "H", "H", "H", "H", "H", "H", "H", "O", "C", "C", "C", "C", "O", "C", "C", "H", "H", "H", "H", "O", "C", "C", "C", "C", "O", "C", "C", "H", "H", "H", "H", "O", "C", "C", "C", "C", "O", "C", "C", "H", "H", "H", "H"],
  "xyz": [[1.09273, 0.47223, 2.64132], [1.19650, 1.09984, 1.64846], [2.83164, 1.60189, 1.09046], [0.13955, 1.54052, 0.67940], [-1.28236, 1.57269, 1.22533], [-2.24121, 2.17219, 0.19650], [-1.78310, 3.43621, -0.24182], [-2.04138, 3.71232, -1.60154], [-0.96132, 3.17721, -2.55085], [-1.52218, 2.62651, -3.86877], [-1.74232, 1.10429, -3.87422], [-1.24379, 0.45687, -5.03598], [-1.76885, 0.28006, 1.70870], [-1.75396, -0.80130, 0.74969], [-3.12700, -1.14891, 0.54473], [-3.16273, -2.34840, -0.22763], [0.40459, 2.53616, 0.32748], [0.23622, 0.88167, -0.19140], [-1.27959, 2.24748, 2.08643], [-3.20984, 2.29207, 0.69535], [-2.36681, 1.49222, -0.65623], [-2.12196, 4.79685, -1.68814], [-3.01804, 3.30177, -1.88954], [-0.40670, 2.39351, -2.02650], [-0.24141, 3.96946, -2.76139], [-2.46796, 3.12622, -4.09184], [-0.84960, 2.86382, -4.69524], [-2.80599, 0.86649, -3.86898], [-1.28623, 0.66450, -2.97805], [-0.28962, 0.56137, -5.05733], [-2.73151, 0.41527, 2.00219], [-1.32719, -0.50672, -0.21799], [-1.22691, -1.67863, 1.13096], [-3.23111, -2.00674, -1.12997], [3.07418, -4.98939, 3.94290], [3.46219, -4.18853, 3.11995], [4.32878, -4.60629, 1.98787], [4.75440, -3.72914, 1.08273], [4.37738, -2.29546, 1.17327], [4.75949, -1.50364, 0.33612], [3.51656, -1.87155, 2.30429], [3.08914, -2.75302, 3.20458], [4.58595, -5.65724, 1.94848], [5.38504, -3.99884, 0.24434], [3.24935, -0.82428, 2.35446], [2.45355, -2.47064, 4.03446], [-8.64119, 0.27570, 5.24147], [-7.54023, 0.57010, 4.83319], [-7.36856, 1.37820, 3.59703], [-6.15972, 1.70191, 3.14792], [-4.93489, 1.27017, 3.86430], [-3.82922, 1.56482, 3.45629], [-5.10182, 0.46379, 5.09733], [-6.31039, 0.13845, 5.54674], [-8.27920, 1.67987, 3.09564], [-6.00717, 2.28893, 2.25104], [-4.18939, 0.16090, 5.59470], [-6.46202, -0.45067, 6.44204], [5.90943, 0.23297, -5.72079], [6.00667, -0.60918, -4.85410], [6.09219, -0.23934, -3.42018], [6.19125, -1.16181, -2.46632], [6.22502, -2.60893, -2.80586], [6.31924, -3.46426, -1.95115], [6.14206, -2.98126, -4.24268], [6.04058, -2.05574, -5.19159], [6.06352, 0.82068, -3.20167], [6.23892, -0.91628, -1.41479], [6.16996, -4.04126, -4.46128], [5.97844, -2.30073, -6.24431]],
  "forces_ev_per_angstrom": [[-0.0325, 0.0492, 0.0968], [-0.0615, -0.0967, -0.0039], [0.1331, 0.0593, -0.0765], [-0.0292, 0.0412, -0.0349], [-0.0383, 0.0742, 0.1250], [0.0676, 0.1127, -0.0178], [0.1465, 0.0855, 0.1521], [-0.2259, -0.0089, -0.1833], [0.0307, 0.0144, -0.0442], [0.0509, -0.0162, 0.0271], [-0.0687, -0.0115, -0.0496], [-0.1116, 0.0344, 0.0058], [0.0644, 0.0290, -0.5240], [-0.1954, -0.0021, 0.1177], [-0.0316, 0.0608, -0.1239], [0.1010, -0.0030, 0.0825], [-0.0348, -0.0076, -0.0161], [0.0304, 0.0181, 0.0231], [-0.0184, -0.0794, 0.0330], [-0.0784, -0.0877, -0.1250], [0.0310, -0.0579, 0.0334], [0.0150, -0.0111, 0.0111], [-0.0138, -0.0251, 0.0714], [-0.0028, 0.0002, -0.0491], [0.0118, 0.0029, 0.0803], [0.0565, 0.0709, -0.1191], [0.0104, -0.0252, 0.0122], [0.0119, -0.0316, 0.1196], [-0.0456, -0.0314, 0.0345], [0.1144, 0.0186, -0.0310], [0.1361, -0.1222, 0.3802], [0.1155, -0.0331, 0.0528], [-0.0228, -0.0274, -0.0246], [-0.0572, 0.0114, -0.0385], [-0.0040, -0.0042, 0.0082], [0.0082, 0.0044, -0.0135], [-0.0046, 0.0186, -0.0062], [0.0080, -0.0285, 0.0269], [0.0147, -0.0771, -0.0416], [-0.0413, 0.1293, 0.0456], [-0.0215, -0.0324, 0.0371], [-0.0008, 0.0006, -0.0073], [-0.0094, -0.0040, 0.0152], [-0.0004, 0.0281, -0.0063], [0.0495, -0.0147, -0.0237], [-0.0034, -0.0150, 0.0016], [-0.0071, 0.0008, 0.0039], [0.0113, 0.0037, -0.0055], [0.0134, -0.0021, 0.0003], [-0.0118, -0.0032, -0.0003], [0.0202, -0.0067, 0.0213], [-0.0772, 0.0496, -0.0422], [-0.0208, -0.0003, 0.0158], [0.0070, 0.0014, -0.0059], [-0.0113, -0.0100, 0.0126], [0.0169, -0.0007, 0.0027], [0.0120, 0.0088, -0.0144], [-0.0177, -0.0012, -0.0029], [-0.0073, 0.0078, 0.0013], [-0.0077, -0.0117, 0.0017], [-0.0026, -0.0034, 0.0092], [0.0381, -0.0375, -0.0169], [-0.0020, 0.0263, -0.0343], [0.0162, -0.0066, 0.0069], [-0.0129, 0.0121, -0.0046], [0.0054, -0.0088, 0.0018], [0.0044, 0.0039, -0.0130], [-0.0228, -0.0431, 0.0125], [0.0007, -0.0053, 0.0211], [0.0020, 0.0166, -0.0043]],
  "smiles": "O=C(Cl)C[C@@H](COCCCCO)NCOO.O=C1C=CC(=O)C=C1.O=C1C=CC(=O)C=C1.O=C1C=CC(=O)C=C1",
  "total_charge": 0,
  "orbital_gap_ev": 7.503,
  "lumo_ev": -1.75,
  "spin_multiplicity": 1,
  "homo_energy_ev": -9.25
}